The following is a DFT calculation (ωB97M-V with the def2-TZVPD basis set) of a cluster of 6 separate species, C16H34F6O8S4 in total.

Geometry (Å):
C1 -6.084 2.277 2.873
C2 -5.119 1.542 3.742
O1 -4.366 2.549 4.509
C3 -3.481 2.110 5.439
O2 -2.998 1.048 5.593
C4 -2.949 3.320 6.353
F1 -2.055 2.977 7.285
F2 -2.529 4.369 5.664
F3 -4.009 3.695 7.058
H1 -6.923 1.618 2.625
H2 -5.655 2.709 1.916
H3 -6.418 3.050 3.516
H4 -4.414 0.918 3.165
H5 -5.678 1.016 4.510
C5 1.212 -5.007 -0.132
C6 0.569 -4.987 -1.544
O3 1.419 -5.764 -2.378
C7 2.592 -5.271 -2.780
O4 3.041 -4.199 -2.528
C8 3.280 -6.348 -3.648
F4 4.591 -6.390 -3.510
F5 2.790 -7.554 -3.358
F6 3.036 -6.111 -4.933
H6 0.636 -4.416 0.548
H7 2.227 -4.630 -0.156
H8 1.127 -6.015 0.309
H9 0.433 -3.994 -2.025
H10 -0.373 -5.449 -1.570
C9 2.697 0.352 -0.804
S1 3.487 0.119 0.860
O5 2.534 -0.324 1.886
C10 3.824 1.890 1.147
H11 2.075 1.252 -0.864
H12 2.054 -0.539 -1.097
H13 3.446 0.394 -1.579
H14 4.750 2.071 0.525
H15 4.236 2.085 2.150
H16 3.071 2.527 0.788
C11 -0.547 3.229 -2.484
S2 -0.093 3.231 -0.703
O6 1.212 3.900 -0.540
C12 -1.308 4.488 -0.075
H17 -1.625 3.218 -2.564
H18 -0.174 2.375 -3.041
H19 -0.016 4.035 -2.956
H20 -0.961 4.742 0.991
H21 -2.274 4.037 0.050
H22 -1.374 5.416 -0.699
C13 2.440 -2.283 -4.842
S3 0.718 -1.823 -4.346
O7 0.626 -2.071 -2.839
C14 0.765 0.033 -4.684
H23 2.607 -3.348 -5.026
H24 3.014 -1.971 -3.983
H25 2.703 -1.659 -5.743
H26 -0.192 0.434 -4.398
H27 0.944 0.173 -5.758
H28 1.539 0.584 -4.071
C15 0.167 1.657 2.502
S4 -1.313 0.609 2.393
O8 -2.288 1.477 1.572
C16 -0.597 -0.578 1.237
H29 1.053 0.985 2.551
H30 0.102 2.284 3.407
H31 0.265 2.170 1.558
H32 -1.307 -1.398 1.182
H33 0.416 -0.771 1.521
H34 -0.576 -0.066 0.231

For the gap between HOMO and LUMO, the calculation gives 8.86 eV. As for the highest occupied orbital energy: -8.633 eV. The max |F| comes out at 3.16 eV Å⁻¹.